## 1
Computed, not measured: the molecule C2H2Cl3P, with ωB97M-V/def2-TZVPD.

Properties
HOMO-LUMO gap ... 10.16 eV
HOMO level ... -10.2 eV

```
! RIJCOSX wB97M-V def2-TZVPD def2/J DEFGRID3
* xyz 0 1
C -0.02 0.06 -0.48
C -0.17 -0.91 -1.35
P 0.66 -2.38 -1.98
Cl -1.89 -1.11 -2.19
Cl 2.36 -2.29 -0.78
Cl 1.39 -1.59 -3.65
H -0.84 0.69 0.01
H 0.93 -0.05 0.22
*
```

Results of the Mulliken charge analysis, in e, for atoms 1 through 2:
1. C -0.36
2. C 0.22



## 2
Computed, not measured: a cluster of 2 separate species, C2H2Cl3P in total, with ωB97M-V/def2-TZVPD.

Properties
HOMO-LUMO gap (spin up / spin down) ... 7.16 / 7.93 eV
HOMO level (spin up / spin down) ... -8.3 / -8.1 eV

```
! RIJCOSX wB97M-V def2-TZVPD def2/J DEFGRID3
* xyz 0 1
C 1.50 0.02 0.03
C 1.47 -0.99 0.84
P -2.41 0.97 -1.27
Cl 0.45 -2.14 1.40
Cl -1.98 2.12 0.20
Cl -2.29 -0.83 -0.45
H 1.11 -0.03 -1.05
H 2.15 0.88 0.30
*
```

Results of the Mulliken charge analysis, in e, for atoms 1 through 2:
1. C -0.36
2. C -0.01



Each structure's energy above the most stable one, in kJ/mol: 1 0.0; 2 302.2.



## 1
Computed, not measured: the ion C5H11BrN with charge +1, with ωB97M-V/def2-TZVPD.

Properties
HOMO-LUMO gap ... 10.11 eV
HOMO level ... -15.3 eV

```
! RIJCOSX wB97M-V def2-TZVPD def2/J DEFGRID3
* xyz 1 1
C 0.15 -1.34 -1.47
C -0.86 1.42 -1.06
C 1.67 0.39 1.13
C -1.08 0.19 -0.15
C 0.99 -0.86 0.76
N 0.09 -0.73 -0.32
Br 1.62 -2.58 -1.95
H -0.36 -1.02 -2.38
H 0.10 1.78 -0.71
H -0.65 1.08 -2.05
H -1.63 2.23 -0.99
H 2.21 0.74 0.28
H 0.93 1.18 1.22
H 2.23 0.22 2.02
H -1.89 -0.40 -0.54
H -1.34 0.55 0.88
H 0.40 -1.21 1.61
H 1.78 -1.61 0.59
*
```

Results of the Mulliken charge analysis, in e, for atoms 1 through 2:
1. C 0.22
2. C -0.92



## 2
Computed, not measured: the ion C5H11BrN with charge +1, with ωB97M-V/def2-TZVPD.

Properties
HOMO-LUMO gap ... 10.04 eV
HOMO level ... -13.6 eV

```
! RIJCOSX wB97M-V def2-TZVPD def2/J DEFGRID3
* xyz 1 1
C -0.74 2.84 0.14
C -0.21 1.72 0.53
C 1.62 -0.74 -0.44
C -0.62 0.20 -0.50
C 0.15 -1.10 -0.52
N -0.30 -1.82 0.81
Br -2.52 -0.09 -0.22
H -0.53 3.77 0.72
H -1.33 2.74 -0.77
H 0.19 1.52 1.54
H 2.03 -0.17 0.44
H 1.85 -0.19 -1.41
H 2.36 -1.63 -0.49
H -0.65 0.75 -1.54
H 0.01 -1.84 -1.44
H -1.15 -2.41 0.47
H -0.57 -1.05 1.36
H 0.41 -2.50 1.33
*
```

Results of the Mulliken charge analysis, in e, for atoms 1 through 2:
1. C -0.60
2. C 0.04



## 3
Computed, not measured: the ion C5H11BrN with charge +1, with ωB97M-V/def2-TZVPD.

Properties
HOMO-LUMO gap ... 9.80 eV
HOMO level ... -13.8 eV

```
! RIJCOSX wB97M-V def2-TZVPD def2/J DEFGRID3
* xyz 1 1
C -2.14 0.66 -0.80
C -1.12 -0.41 -0.52
C 0.23 -0.56 1.54
C 0.56 1.33 0.07
C 1.13 -0.86 -0.76
N 0.20 -0.09 0.12
Br -1.49 -2.25 -0.39
H -3.02 0.38 -1.39
H -1.82 1.61 -0.88
H 1.13 -0.12 2.06
H -0.61 -0.08 2.14
H 0.36 -1.68 1.56
H -0.05 2.04 0.71
H 1.61 1.60 0.54
H 0.84 1.80 -0.93
H 0.90 -0.83 -1.84
H 2.19 -0.52 -0.63
H 1.07 -2.01 -0.60
*
```

Results of the Mulliken charge analysis, in e, for atoms 1 through 2:
1. C -0.78
2. C 0.30



Each structure's energy above the most stable one, in kJ/mol: 1 0.0; 2 143.6; 3 181.3.



## 1
Computed, not measured: a cluster of 2 separate species, C2H4S in total, with ωB97M-V/def2-TZVPD.

Properties
HOMO-LUMO gap ... 10.66 eV
HOMO level ... -10.0 eV

```
! RIJCOSX wB97M-V def2-TZVPD def2/J DEFGRID3
* xyz 0 1
C -1.60 0.11 0.19
C -2.69 -0.39 -0.01
S 2.24 -0.04 -0.07
H -0.59 0.22 0.28
H -3.66 -0.71 -0.20
H 2.67 1.22 -0.10
H 3.64 -0.40 -0.09
*
```

Results of the Mulliken charge analysis, in e, for atoms 1 through 2:
1. C -0.12
2. C -0.33



## 2
Computed, not measured: a structure of composition C2H4S, with ωB97M-V/def2-TZVPD.

Properties
HOMO-LUMO gap ... 8.52 eV
HOMO level ... -8.5 eV

```
! RIJCOSX wB97M-V def2-TZVPD def2/J DEFGRID3
* xyz 0 1
C 0.41 -0.54 0.26
C -0.44 0.53 -0.19
S 1.91 -0.67 0.81
H -0.06 -1.82 0.03
H 0.01 0.76 -1.17
H -0.23 1.25 0.61
H -1.61 0.49 -0.37
*
```

Results of the Mulliken charge analysis, in e, for atoms 1 through 2:
1. C -0.09
2. C -0.61



## 3
Computed, not measured: a cluster of 2 separate species, C2H4S in total, with ωB97M-V/def2-TZVPD.

Properties
HOMO-LUMO gap (spin up / spin down) ... 6.86 / 9.98 eV
HOMO level (spin up / spin down) ... -7.3 / -10.0 eV

```
! RIJCOSX wB97M-V def2-TZVPD def2/J DEFGRID3
* xyz 0 1
C 0.83 -0.16 -0.04
C -0.45 0.48 0.02
S 2.37 0.04 0.04
H -0.38 -2.42 -0.40
H -1.12 0.45 -0.91
H -0.16 1.53 0.49
H -1.10 0.08 0.79
*
```

Results of the Mulliken charge analysis, in e, for atoms 1 through 2:
1. C -0.01
2. C -0.57



Each structure's energy above the most stable one, in kJ/mol: 1 49.9; 2 0.0; 3 292.2.



## 1
Computed, not measured: a cluster of 2 separate species, C8H12N4 in total, with ωB97M-V/def2-TZVPD.

Properties
HOMO-LUMO gap ... 9.30 eV
HOMO level ... -8.4 eV

```
! RIJCOSX wB97M-V def2-TZVPD def2/J DEFGRID3
* xyz 0 1
N 8.11 -6.02 1.17
C 7.79 -6.61 2.32
C 7.76 -8.26 0.87
C 7.97 -7.08 0.21
N 7.56 -7.97 2.21
C 8.03 -6.71 -1.32
H 7.79 -6.18 3.32
H 7.70 -9.29 0.51
H 7.37 -8.54 3.03
H 7.48 -7.44 -1.94
H 9.08 -6.68 -1.67
H 7.58 -5.72 -1.46
N 9.24 0.73 -2.25
C 10.22 1.03 -1.40
C 11.08 -0.57 -2.66
C 9.75 -0.43 -2.85
N 11.35 0.32 -1.66
C 8.95 -1.21 -3.82
H 10.16 1.78 -0.60
H 11.81 -1.27 -3.06
H 12.24 0.54 -1.20
H 9.37 -2.23 -3.91
H 8.97 -0.74 -4.81
H 7.90 -1.30 -3.48
*
```

Results of the Mulliken charge analysis, in e, for atoms 1 through 2:
1. N -0.57
2. C -0.18



## 2
Computed, not measured: a structure of composition C8H12N4, with ωB97M-V/def2-TZVPD.

Properties
HOMO-LUMO gap ... 8.88 eV
HOMO level ... -8.1 eV

```
! RIJCOSX wB97M-V def2-TZVPD def2/J DEFGRID3
* xyz 0 1
C -2.28 -0.87 0.05
C -1.19 1.20 0.03
C 0.06 0.46 -0.16
C 1.33 1.14 -0.07
C 2.52 0.38 0.50
C 2.48 -0.93 -0.34
C 1.16 -1.71 -0.11
C -0.12 -0.90 0.07
H -4.31 -0.36 -0.19
H -3.76 -1.99 0.90
H -2.41 2.99 -0.36
H -0.98 3.09 0.37
H 1.22 2.44 0.04
H 1.76 1.03 -1.29
H 3.37 0.93 0.46
H 2.38 0.41 1.66
H 2.41 -0.89 -1.41
H 3.40 -1.38 0.12
H 0.74 -2.33 -0.96
H 0.93 -2.77 0.64
N -3.56 -1.30 -0.15
N -2.28 0.52 0.08
N -1.55 2.44 -0.11
N -1.31 -1.60 0.22
*
```

Results of the Mulliken charge analysis, in e, for atoms 1 through 2:
1. C 0.35
2. C 0.17



## 3
Computed, not measured: a cluster of 4 separate species, C8H12N4 in total, with ωB97M-V/def2-TZVPD.

Properties
HOMO-LUMO gap ... 11.78 eV
HOMO level ... -11.3 eV

```
! RIJCOSX wB97M-V def2-TZVPD def2/J DEFGRID3
* xyz 0 1
C 1.49 5.63 -4.73
C 1.38 4.23 -4.97
N 1.25 3.08 -5.14
H 1.04 6.26 -5.50
H 2.55 5.82 -4.53
H 0.93 5.86 -3.83
C 6.16 -0.32 1.08
C 5.58 0.96 0.58
N 5.20 1.97 0.23
H 6.30 -0.22 2.16
H 7.17 -0.52 0.72
H 5.58 -1.23 0.91
C 0.32 -1.63 -1.44
C -0.67 -1.95 -0.54
N -1.56 -2.24 0.16
H 0.21 -0.59 -1.74
H 0.25 -2.13 -2.41
H 1.34 -1.77 -1.10
C -7.48 -3.84 4.65
C -7.38 -3.02 5.82
N -7.22 -2.31 6.77
H -7.67 -4.91 4.65
H -6.51 -3.65 4.20
H -8.27 -3.46 4.00
*
```

Results of the Mulliken charge analysis, in e, for atoms 1 through 2:
1. C -0.72
2. C 0.32



Each structure's energy above the most stable one, in kJ/mol: 1 0.0; 2 470.1; 3 170.8.